1.
Here is a cluster of 8 separate species, C48H110N6O10 in total in a non-equilibrium geometry from the OMol25 dataset. Energies are from ωB97M-V/def2-TZVPD.

CARTESIAN COORDINATES (ANGSTROEM)
1 C 3.4978 5.7220 0.9911
2 C 2.8756 4.6323 0.1172
3 C 3.7880 4.3796 -1.0717
4 O 3.0789 4.6378 -2.2556
5 C 3.9092 4.3718 -3.4005
6 N 2.7605 3.4741 0.9981
7 H 2.9405 5.9827 1.9085
8 H 3.5390 6.6668 0.3987
9 H 4.5484 5.4664 1.1644
10 H 1.9868 5.0179 -0.3027
11 H 4.1908 3.3820 -1.1993
12 H 4.5952 5.1192 -1.0428
13 H 4.6531 5.0580 -3.6106
14 H 3.2726 4.0822 -4.2678
15 H 4.4233 3.4726 -3.1924
16 H 2.2329 3.7712 1.8085
17 H 2.3979 2.5835 0.6207
18 C 2.7335 -3.6114 -2.4468
19 C 2.9531 -2.3993 -3.2538
20 C 3.0364 -2.7796 -4.7445
21 O 3.4996 -1.7012 -5.5721
22 C 3.9732 -2.1118 -6.7933
23 N 1.9143 -1.3737 -2.9764
24 H 3.6066 -4.3282 -2.4447
25 H 1.9229 -4.2743 -2.7287
26 H 2.6502 -3.4380 -1.3871
27 H 3.9224 -1.9891 -2.9306
28 H 1.9860 -3.0125 -5.0503
29 H 3.6274 -3.7370 -4.8769
30 H 3.2668 -2.7258 -7.3711
31 H 4.8861 -2.7480 -6.7010
32 H 4.1546 -1.1622 -7.3367
33 H 0.9198 -1.7716 -3.0481
34 H 1.8996 -0.6691 -3.7393
35 C 3.8557 -2.1964 3.0267
36 C 4.2152 -2.9607 1.7134
37 C 5.6455 -3.5218 1.6729
38 C 5.7692 -4.7211 2.5828
39 C 4.7803 -5.7874 2.1609
40 C 3.2587 -5.2434 2.1629
41 N 3.2499 -3.9973 1.3486
42 O 1.9245 -3.5171 1.3950
43 C 2.3685 -6.3038 1.3380
44 C 2.6816 -5.0914 3.5616
45 C 4.2032 -1.8772 0.5877
46 H 4.5530 -1.3711 3.1311
47 H 4.0564 -2.6389 3.9438
48 H 2.8613 -1.8706 3.0535
49 H 5.8735 -3.8678 0.6362
50 H 6.3791 -2.7683 1.8873
51 H 5.5057 -4.3553 3.5988
52 H 6.7805 -5.1646 2.6340
53 H 4.7549 -6.5860 2.8868
54 H 5.0553 -6.1434 1.1604
55 H 2.4118 -7.3825 1.5929
56 H 1.2533 -6.1568 1.4288
57 H 2.6191 -6.1338 0.2656
58 H 2.1366 -5.9819 3.9056
59 H 3.3749 -4.7827 4.3403
60 H 1.8338 -4.3636 3.5190
61 H 4.9841 -1.1704 0.8001
62 H 3.2076 -1.3900 0.5782
63 H 4.4251 -2.3509 -0.3491
64 H 1.4783 -3.8616 0.5961
65 C -3.5302 4.7706 0.9306
66 C -2.1848 4.5621 1.6499
67 C -1.6667 5.9028 2.2185
68 C -0.6486 5.7134 3.2985
69 C -1.1684 4.8242 4.4123
70 C -1.5665 3.4469 3.9303
71 N -2.5127 3.7089 2.8138
72 O -2.9517 2.4125 2.2832
73 C -0.3826 2.5133 3.4734
74 C -2.3749 2.7510 5.0021
75 C -1.3557 3.8418 0.5765
76 H -3.4239 5.5043 0.0943
77 H -4.2954 5.1958 1.5723
78 H -3.9218 3.7833 0.4941
79 H -1.2804 6.6024 1.4388
80 H -2.5194 6.3891 2.6407
81 H -0.2917 6.6719 3.6607
82 H 0.2476 5.3619 2.8156
83 H -2.0117 5.3576 4.8488
84 H -0.3113 4.8013 5.0946
85 H 0.2951 2.1942 4.2922
86 H -0.7059 1.5601 2.9925
87 H 0.1808 3.0629 2.6724
88 H -2.8353 1.8673 4.6612
89 H -1.7880 2.4910 5.8543
90 H -3.1465 3.4486 5.3213
91 H -1.3346 4.3877 -0.3440
92 H -1.8679 2.9067 0.3051
93 H -0.3733 3.6092 0.8949
94 H -3.8895 2.4256 2.3821
95 C -2.8359 4.1135 -2.9972
96 C -1.9724 4.1391 -4.2022
97 C -0.4441 4.2100 -3.8503
98 C -0.1395 2.9092 -3.2274
99 C -0.2412 1.7377 -4.2639
100 C -1.6789 1.6204 -4.7570
101 N -2.1726 3.0013 -5.1451
102 O -3.5621 2.9420 -5.4583
103 C -1.6261 0.6754 -5.9132
104 C -2.5185 0.8971 -3.6998
105 C -2.3812 5.3873 -4.9025
106 H -2.6368 3.4132 -2.2251
107 H -3.8839 3.8984 -3.2770
108 H -2.7643 5.1473 -2.5767
109 H 0.2004 4.4545 -4.6959
110 H -0.2540 5.0060 -3.1448
111 H -0.8452 2.7167 -2.4190
112 H 0.8377 2.7503 -2.7057
113 H 0.1477 0.7516 -3.8816
114 H 0.4647 1.9357 -5.1483
115 H -2.5552 0.4721 -6.4144
116 H -0.9926 0.9419 -6.7909
117 H -1.2386 -0.2830 -5.5615
118 H -2.6090 1.3641 -2.7086
119 H -3.5383 0.7245 -4.0259
120 H -2.1012 -0.0925 -3.4942
121 H -2.2612 6.2150 -4.1648
122 H -3.3700 5.3440 -5.3245
123 H -1.7202 5.5642 -5.7558
124 H -3.9938 2.2656 -4.8245
125 C -5.5317 -2.0830 4.5184
126 C -4.3699 -2.1856 3.5765
127 C -3.4469 -1.0189 3.8845
128 C -2.1471 -1.0574 3.1747
129 C -1.4366 -2.4107 3.4146
130 C -2.3222 -3.6832 3.2228
131 N -3.6465 -3.4987 3.8548
132 O -4.5023 -4.5566 3.4343
133 C -2.2988 -3.9614 1.6121
134 C -1.7693 -4.8499 3.9709
135 C -4.9428 -2.0812 2.1091
136 H -5.2858 -2.0545 5.5703
137 H -6.2085 -2.9740 4.3667
138 H -6.0737 -1.1601 4.2990
139 H -4.0236 -0.1159 3.6430
140 H -3.1787 -0.8907 4.9265
141 H -1.5105 -0.2212 3.4185
142 H -2.2854 -0.9990 2.0780
143 H -1.0836 -2.3771 4.4826
144 H -0.5248 -2.4971 2.7976
145 H -2.5151 -4.9884 1.3376
146 H -3.0101 -3.2633 1.0982
147 H -1.3134 -3.7582 1.1892
148 H -1.7831 -4.8543 5.0598
149 H -2.2933 -5.7472 3.6896
150 H -0.7429 -5.0117 3.6320
151 H -5.3395 -3.0071 1.7012
152 H -4.3070 -1.8163 1.2626
153 H -5.7797 -1.3846 2.1112
154 H -4.6237 -5.1989 4.1695
155 C -2.4968 -2.9660 -2.0169
156 C -2.7410 -3.8671 -3.2497
157 O -3.2676 -3.2998 -4.3770
158 O -1.0961 -2.7053 -1.9637
159 H -2.7829 -3.4730 -1.0136
160 H -3.1285 -2.0478 -2.1526
161 H -3.4969 -4.5599 -2.8501
162 H -1.8777 -4.4660 -3.3864
163 H -2.6146 -3.0326 -4.9818
164 H -0.8905 -2.2973 -1.0953
165 C -0.1363 -0.0301 0.6293
166 C 0.5535 0.6398 -0.5810
167 O 1.8385 0.1847 -0.7760
168 O -0.3205 -1.5003 0.4293
169 H -1.1836 0.3923 0.7095
170 H 0.3978 0.2421 1.5104
171 H 0.4122 1.7031 -0.3479
172 H -0.0421 0.4572 -1.4726
173 H 1.9372 -0.4087 -1.5898
174 H 0.3945 -1.9798 0.8227

Atom charges from the Mulliken analysis, given in e for atoms 1 to 6:
1. C -1.71
2. C 1.39
3. C -0.91
4. O -0.23
5. C -1.02
6. N -0.72


2.
Here is a structure of composition C48H111AsF6N4O2P2 in a non-equilibrium geometry from the OMol25 dataset. Energies are from ωB97M-V/def2-TZVPD.

CARTESIAN COORDINATES (ANGSTROEM)
1 As 2.7467 -1.2485 2.2871
2 F 2.4558 -1.1495 4.0846
3 F 3.1179 0.5035 2.2327
4 F 2.8755 -1.3590 0.5129
5 F 2.5239 -3.0453 2.4250
6 F 0.9645 -1.0922 2.0978
7 F 4.5125 -1.5816 2.4721
8 C -2.1919 -3.0089 5.0463
9 N -0.9458 -2.3297 5.6007
10 C -0.8571 -0.8987 5.0965
11 C -1.0397 -2.2644 7.1337
12 C 0.3182 -3.0469 5.0862
13 C 0.5141 -4.5314 5.3129
14 O 0.3219 -4.8935 6.6526
15 H -2.3346 -3.9545 5.5694
16 H -2.0336 -3.1128 3.9729
17 H -3.0654 -2.3832 5.2295
18 H -1.7347 -0.3331 5.4097
19 H -0.8351 -1.0694 4.0201
20 H -0.0003 -0.3916 5.5400
21 H -0.2359 -1.6949 7.6002
22 H -1.0446 -3.2257 7.6475
23 H -1.9486 -1.7614 7.4639
24 H 1.1624 -2.5817 5.5951
25 H 0.5109 -2.8507 4.0314
26 H 1.5330 -4.7685 5.0068
27 H -0.1263 -5.1364 4.6711
28 H 1.1369 -4.8256 7.1555
29 C 0.8886 -3.5624 -0.6409
30 N -0.4872 -4.1197 -0.3141
31 C -0.8909 -3.6177 1.1273
32 C -1.3845 -3.4348 -1.3825
33 C -0.6055 -5.6739 -0.4380
34 C 0.3011 -6.5427 0.4926
35 O 1.6935 -6.5358 0.2519
36 H 1.1698 -3.9744 -1.6101
37 H 1.6254 -3.9095 0.0835
38 H 0.8384 -2.4908 -0.8338
39 H 0.0024 -4.0104 1.6129
40 H -1.8587 -3.9528 1.5004
41 H -0.7210 -2.5414 1.1553
42 H -2.4233 -3.6631 -1.1440
43 H -1.1189 -3.8747 -2.3438
44 H -1.1949 -2.3614 -1.3874
45 H -0.5145 -5.8878 -1.5029
46 H -1.6365 -5.8065 -0.1101
47 H -0.0233 -7.5611 0.2785
48 H 0.1174 -6.4204 1.5600
49 H 2.0939 -6.9748 1.0060
50 C 6.3069 -5.6897 -0.0205
51 C 6.3512 -6.4010 1.4021
52 N 6.4193 -5.3859 2.4128
53 C 7.5372 -4.6490 2.7160
54 C 7.1904 -3.6263 3.6088
55 N 5.8170 -3.8517 3.9381
56 C 5.3490 -4.8052 3.1404
57 C 4.9981 -3.1044 4.8627
58 H 6.2602 -6.4556 -0.7947
59 H 7.2131 -5.1379 -0.2703
60 H 5.5254 -4.9430 -0.1611
61 H 7.2520 -7.0073 1.4975
62 H 5.4248 -6.9504 1.5694
63 H 8.4264 -4.8826 2.1494
64 H 7.7682 -2.9215 4.1883
65 H 4.3158 -5.1142 3.0817
66 H 5.3909 -2.0878 4.8780
67 H 5.1579 -3.5903 5.8252
68 H 3.9714 -2.9963 4.5130
69 C 1.4440 0.6182 -2.2751
70 C 2.9843 0.5920 -2.4917
71 C 3.4432 0.9187 -3.9484
72 C 2.8434 -0.0596 -5.1037
73 P 2.5528 0.8129 -6.6859
74 C 2.7373 -0.4890 -7.8533
75 C 2.2583 -0.2490 -9.3248
76 C 2.0346 -1.5706 -10.1205
77 C 0.6681 -2.2185 -10.0006
78 C 3.7362 2.2027 -7.0344
79 C 3.6789 2.6557 -8.4752
80 C 4.0294 4.1383 -8.5921
81 C 5.4534 4.6463 -8.1971
82 C 0.9122 1.6140 -6.5943
83 C 0.7220 2.9592 -5.8378
84 C -0.7201 3.1811 -5.6724
85 C -1.1096 4.5852 -5.1560
86 H 1.3211 0.7858 -1.2051
87 H 1.0020 -0.2992 -2.6641
88 H 0.9338 1.5241 -2.6024
89 H 3.4546 -0.3124 -2.1058
90 H 3.3500 1.4672 -1.9546
91 H 4.5221 0.9143 -4.1029
92 H 3.1180 1.9246 -4.2141
93 H 1.9202 -0.5380 -4.7767
94 H 3.5937 -0.7995 -5.3825
95 H 2.4475 -1.4771 -7.4959
96 H 3.8077 -0.6212 -8.0115
97 H 2.9580 0.3474 -9.9104
98 H 1.3290 0.3174 -9.3845
99 H 2.9013 -2.2265 -10.0382
100 H 2.1131 -1.3456 -11.1841
101 H -0.0970 -1.4770 -10.2307
102 H 0.3729 -2.4641 -8.9804
103 H 0.4972 -3.0860 -10.6380
104 H 4.6728 1.6702 -6.8692
105 H 3.7117 2.9989 -6.2903
106 H 2.6872 2.5407 -8.9129
107 H 4.2335 1.9921 -9.1386
108 H 3.2906 4.7628 -8.0900
109 H 3.9079 4.4462 -9.6307
110 H 6.2662 4.4281 -8.8899
111 H 5.8241 4.5002 -7.1825
112 H 5.4168 5.7216 -8.3719
113 H 0.2958 0.7841 -6.2489
114 H 0.7191 1.8046 -7.6500
115 H 0.9878 3.7373 -6.5533
116 H 1.3055 2.9621 -4.9171
117 H -0.9680 2.3439 -5.0199
118 H -1.2813 3.0193 -6.5927
119 H -0.5961 4.9400 -4.2625
120 H -2.1567 4.4402 -4.8900
121 H -1.0822 5.4266 -5.8484
122 C 0.3974 2.0197 3.6782
123 C -0.9462 1.8619 2.8874
124 C -1.9899 2.9895 3.0623
125 C -3.2042 2.8754 2.1610
126 P -4.7947 3.6371 2.7353
127 C -5.1766 3.1907 4.4713
128 C -5.4849 1.6899 4.6682
129 C -4.4598 0.8751 5.4957
130 C -4.4479 1.2396 7.0216
131 C -6.1707 3.0237 1.6008
132 C -7.6517 3.2382 2.0423
133 C -8.6128 2.3746 1.1977
134 C -8.4234 0.8200 1.2995
135 C -4.7818 5.5286 2.6959
136 C -4.0082 6.2046 3.8461
137 C -3.5376 7.5565 3.4350
138 C -2.4881 7.7761 2.3311
139 H 1.0051 1.1294 3.5165
140 H 0.2786 2.2530 4.7363
141 H 0.9402 2.8870 3.3025
142 H -0.6202 1.7608 1.8522
143 H -1.5368 0.9491 2.9651
144 H -2.1357 3.0133 4.1422
145 H -1.5170 3.9394 2.8133
146 H -3.1487 3.3045 1.1605
147 H -3.6839 1.8967 2.1520
148 H -6.1147 3.7346 4.5819
149 H -4.4370 3.4947 5.2121
150 H -5.5360 1.2592 3.6683
151 H -6.4484 1.4458 5.1156
152 H -3.3995 0.9558 5.2559
153 H -4.6631 -0.1920 5.4059
154 H -4.4002 0.3522 7.6528
155 H -5.3780 1.7226 7.3212
156 H -3.6801 1.9775 7.2543
157 H -5.9233 1.9845 1.3842
158 H -5.9524 3.6166 0.7126
159 H -7.9518 4.2856 2.0736
160 H -7.8291 2.9975 3.0904
161 H -8.4343 2.5787 0.1420
162 H -9.6606 2.6081 1.3869
163 H -8.7906 0.4436 2.2543
164 H -7.4071 0.4279 1.3372
165 H -9.1106 0.3499 0.5960
166 H -4.4232 5.6653 1.6757
167 H -5.7823 5.9485 2.7999
168 H -4.6644 6.2876 4.7125
169 H -3.1705 5.6198 4.2261
170 H -4.3819 8.1857 3.1531
171 H -2.9379 7.9126 4.2726
172 H -2.0564 8.7768 2.3118
173 H -2.8571 7.5372 1.3337
174 H -1.7057 7.0498 2.5511

Computed properties:
total charge: +4

Atom charges from the Mulliken analysis, given in e for atoms 1 to 6:
1. As 1.97
2. F -0.51
3. F -0.44
4. F -0.46
5. F -0.46
6. F -0.33


| no. | orbital gap (Ha) | HOMO (Ha) | DFT total energy (eV) |
| --- | --- | --- | --- |
| 1 | 0.3315 | -0.313 | -80966.908 |
| 2 | 0.3561 | -0.631 | -157321.669 |